{
  "formula": "C25H17F12N4O8",
  "method": "wB97M-V/def2-TZVPD",
  "symbols": ["F", "F", "F", "F", "F", "F", "F", "F", "F", "F", "F", "F", "O", "O", "O", "O", "O", "O", "O", "O", "N", "N", "N", "N", "C", "C", "C", "C", "C", "C", "C", "C", "C", "C", "C", "C", "C", "C", "C", "C", "C", "C", "C", "C", "C", "C", "C", "C", "C", "H", "H", "H", "H", "H", "H", "H", "H", "H", "H", "H", "H", "H", "H", "H", "H", "H"],
  "coordinates": [[-1.243, -0.496, -0.612], [4.162, -0.024, -0.733], [-3.017, 0.444, -3.703], [2.264, -0.174, 0.698], [1.192, 3.119, -1.977], [-3.527, -0.804, -1.735], [-1.586, 2.238, -1.868], [-2.358, -1.894, -3.546], [-0.070, -1.275, -2.536], [-0.340, 1.648, -3.813], [3.286, 2.027, 0.107], [0.358, 1.913, -0.099], [2.028, -0.975, -4.644], [2.438, -2.071, 5.688], [4.168, -1.272, -3.473], [-1.914, 5.448, -2.492], [-2.797, 7.349, -3.142], [2.034, -3.197, 7.527], [-3.411, -0.736, 1.243], [-4.704, -0.676, 3.014], [2.420, -3.118, 6.352], [-2.453, 6.174, -3.340], [1.986, 0.745, -1.640], [-3.596, -0.774, 2.469], [-0.028, -1.155, 3.587], [-1.461, -1.150, 5.540], [-3.271, 6.402, -5.671], [-3.478, 5.863, -6.942], [0.847, 1.727, -1.501], [2.874, -5.557, 6.410], [-2.421, -0.942, 3.332], [-2.697, 5.605, -4.671], [3.849, -5.463, 3.786], [-2.344, 4.275, -4.933], [-2.585, -1.011, 4.722], [-2.475, -0.595, -2.799], [3.073, -0.532, -3.664], [3.377, -4.296, 4.389], [3.836, -6.668, 4.490], [-2.559, 3.746, -6.207], [-3.121, 4.540, -7.208], [2.783, 0.934, -2.912], [-0.188, -1.217, 4.972], [3.346, -6.718, 5.796], [-0.509, 1.310, -2.379], [-1.144, -1.019, 2.759], [-1.043, -0.211, -2.082], [2.895, -4.346, 5.704], [2.860, 0.671, -0.404], [-2.286, 2.715, -6.421], [0.686, -1.317, 5.614], [3.337, -7.662, 6.337], [-3.570, -0.957, 5.180], [3.813, 1.515, -2.747], [2.216, 1.576, -3.743], [4.231, -5.433, 2.768], [-1.003, -0.973, 1.682], [-1.578, -1.202, 6.620], [-3.917, 6.475, -7.728], [-3.555, 7.434, -5.480], [4.211, -7.575, 4.018], [0.968, -1.209, 3.152], [-1.903, 3.644, -4.164], [3.394, -3.364, 3.827], [2.498, -5.611, 7.430], [-3.279, 4.126, -8.203]],
  "mulliken_charge": [-0.24, -0.23, -0.20, -0.23, -0.34, -0.22, -0.32, -0.24, -0.24, -0.24, -0.28, -0.29, -0.69, -0.66, -0.66, -0.56, -0.60, -0.61, -0.54, -0.62, 1.08, 1.00, 0.15, 0.94, -0.73, -0.67, -0.39, -0.41, 0.06, -0.33, -0.13, -0.26, -0.53, 0.04, -0.32, 0.53, 0.27, -0.36, -0.36, -0.39, -0.47, -0.34, -0.39, -0.41, 0.84, -0.05, 0.68, 0.18, 0.60, 0.42, 0.65, 0.36, 0.43, 0.37, 0.26, 0.38, 0.54, 0.39, 0.36, 0.41, 0.36, 0.53, 0.42, 0.48, 0.41, 0.36],
  "homo_lumo_gap_ev": 5.153,
  "max_force_ha_per_bohr": 0.151,
  "total_charge": -1,
  "homo_ha": -0.175
}